DFT (ωB97M-V/def2-TZVPD) results for a cluster of 2 separate species, C2H8N2S2 in total.

Output
E_HOMO (alpha / beta)	-7.950 / -8.203	eV
<S²>	2.0118
net charge	0
multiplicity	3

Geometry as XYZ:
```
14
C2H8N2S2 (ωB97M-V/def2-TZVPD)
C 2.8587 -0.6746 0.2404
C -1.7214 1.3799 -0.5436
N -0.3082 -0.4466 1.0320
N -2.1963 -1.0773 -0.8479
S 1.7493 0.5474 -0.5519
S -1.7479 -0.2176 0.3785
H 3.8539 -0.2190 0.3592
H 2.6333 -1.5765 -0.1919
H 2.6276 -0.6950 1.2681
H -1.5733 1.1072 -1.6255
H -0.8097 2.0234 -0.2204
H -2.7172 1.7496 -0.4409
H -0.0249 0.0850 1.8353
H -2.6239 -1.9858 -0.6913
```

Here are the natural (NBO) charges for atoms 1 to 2, given in e: number 1, C, carries -0.7670; number 2, C, carries -0.8004


DFT (ωB97M-V/def2-TZVPD) results for a structure of composition C34H30N3O4PRuS.

Output
E_HOMO (alpha / beta)	-4.968 / -4.944	eV
<S²>	0.7590
net charge	-1
multiplicity	2

Geometry as XYZ:
```
74
C34H30N3O4PRuS (ωB97M-V/def2-TZVPD)
Ru 0.7089 -0.4426 -0.3415
N 2.2267 2.9509 3.0998
C 2.0527 1.6442 2.6579
S 3.4740 0.6619 2.7319
N 0.8305 1.4015 2.2846
N 0.4308 0.1630 1.7733
C -0.4634 -0.4414 2.4585
C -1.2988 -1.5171 1.9466
C -1.8484 -2.4404 2.8410
C -2.7519 -3.3963 2.4290
C -3.1551 -3.4053 1.0912
C -2.6531 -2.4873 0.1967
C -1.7007 -1.5299 0.5909
O -1.2848 -0.6375 -0.2858
H 3.1783 3.2702 3.0196
H 1.5284 3.5956 2.7579
H -0.6739 -0.0663 3.4609
H -1.5419 -2.3952 3.8809
H -3.1472 -4.1195 3.1300
H -3.8705 -4.1446 0.7497
H -2.9578 -2.4844 -0.8421
C 3.9937 -1.8729 -1.4668
C 3.2758 -1.9902 -0.1324
C 4.2073 -2.4118 0.9897
O 2.6882 -0.7137 0.1977
C 2.1097 -3.0012 -0.2503
O 2.3979 -4.1780 -0.4287
O 0.9261 -2.5208 -0.1668
H 4.8419 -1.1893 -1.3797
H 3.3113 -1.4983 -2.2325
H 4.3525 -2.8561 -1.7705
H 5.0527 -1.7232 1.0642
H 4.5723 -3.4159 0.7821
H 3.6768 -2.4126 1.9418
H 3.1794 -0.1636 0.8763
C 3.4322 5.0542 0.3409
C 3.8649 3.7596 0.0880
C 2.9505 2.7795 -0.2640
C 1.5944 3.0808 -0.3626
C 1.1653 4.3803 -0.1074
C 2.0824 5.3625 0.2436
P 0.4873 1.7439 -0.9131
C -1.2026 2.3976 -0.6770
C -2.0989 2.4503 -1.7403
C -3.4151 2.8397 -1.5309
C -3.8475 3.1798 -0.2590
C -2.9603 3.1195 0.8075
C -1.6475 2.7232 0.6049
C 0.7002 1.7496 -2.7150
C 0.8518 2.8499 -3.5134
C 0.8897 2.6929 -4.9153
C 0.7498 1.4510 -5.4734
C 0.5957 0.2955 -4.6687
C 0.4270 -1.0014 -5.2108
C 0.2705 -2.0685 -4.3714
C 0.3104 -1.9127 -2.9661
C 0.5051 -0.6834 -2.3786
C 0.6070 0.4431 -3.2600
H 4.1451 5.8200 0.6209
H 4.9125 3.5044 0.1818
H 3.2885 1.7666 -0.4494
H 0.1129 4.6257 -0.1774
H 1.7390 6.3705 0.4421
H -1.7761 2.1763 -2.7364
H -4.1040 2.8684 -2.3661
H -4.8754 3.4799 -0.0959
H -3.2946 3.3678 1.8075
H -0.9628 2.6389 1.4418
H 0.9304 3.8391 -3.0760
H 1.0154 3.5627 -5.5483
H 0.7592 1.3346 -6.5519
H 0.4193 -1.1299 -6.2876
H 0.1307 -3.0611 -4.7845
H 0.2126 -2.7900 -2.3388
```

Here are the Löwdin charges for atoms 1 to 2, given in e: number 1, Ru, carries 1.2050; number 2, N, carries 0.0346


Per-record relative energy (zero: lowest compared OMol25 entry of this formula, charge and spin), kcal per mole: 0.2 0.0
Per-record largest force on an atom, eV/A: 4.2 1.1